16
Properties=species:S:1:pos:R:3 method="wB97M-V/def2-TZVPD" charge=+1 smiles="C=C=[N+](C)C/N=P/O" e_above_lowest_kj_mol=194.27 homo_lumo_gap_ev=9.6
C 1.4557 -0.4921 1.8975
C 0.6179 -0.1026 1.0451
N -0.0371 0.3680 0.1300
C -0.1678 1.8128 -0.0885
C -0.8578 -0.4488 -0.8405
N -0.6498 -1.7837 -1.0717
P 0.4392 -2.7993 -0.3698
O 0.1423 -4.1278 -1.1694
H 1.3444 -0.6826 2.9696
H 2.5101 -0.5436 1.7236
H 0.7442 2.3409 0.0162
H -0.2625 1.8911 -1.2377
H -1.0950 2.3038 0.4580
H -0.6281 -0.0708 -1.7950
H -1.9409 -0.1470 -0.7714
H -0.7701 -4.3319 -1.4521

70
Properties=species:S:1:pos:R:3 method="wB97M-V/def2-TZVPD" s_squared=3.82 spin_multiplicity=4 e_above_lowest_kj_mol=52.77 homo_lumo_gap_ev="7.0 / 5.8"
Mo 0.6998 0.6225 0.9258
C 0.3514 -4.4261 3.6530
S -0.4747 -2.8819 4.0673
C 0.2534 -1.7760 2.9317
S -0.2233 -0.1261 3.1022
N 1.1058 -2.2521 2.0731
N 1.5865 -1.2584 1.2394
C 2.6331 -1.5681 0.5602
C 3.3130 -0.4814 -0.1172
C 4.5628 -0.6061 -0.6998
C 5.1939 0.5477 -1.1430
C 4.5737 1.7737 -0.9674
C 3.3202 1.8268 -0.3759
N 2.7033 0.7083 0.0039
H -0.0787 -5.1779 4.3131
H 1.4207 -4.3467 3.8292
H 0.1689 -4.6923 2.6153
H 3.0479 -2.5654 0.6253
H 5.0212 -1.5821 -0.7768
H 6.1765 0.4909 -1.5934
H 5.0559 2.6949 -1.2629
H 2.8048 2.7599 -0.1652
C 0.3765 2.1631 -1.2774
Si -2.6701 2.3031 0.8014
C -2.9609 2.8709 2.5386
C -4.2486 2.0732 -0.1973
N -1.8239 0.6904 0.7417
C -2.5656 -0.4079 0.9328
C -3.8686 -0.4357 1.5169
C -4.5591 -1.6093 1.6916
C -4.0027 -2.8280 1.2929
C -2.7273 -2.8688 0.7444
C -2.0430 -1.6917 0.5961
F -0.8061 -1.7386 0.1058
H -0.5416 2.5843 -1.6745
H 1.2107 2.5517 -1.8614
H 0.4825 2.6385 -0.2908
H -2.5174 3.8639 2.6609
H -2.4596 2.2193 3.2560
H -4.0271 2.9251 2.7698
H -4.4667 3.0249 -0.6872
H -5.1205 1.7989 0.3968
H -4.1294 1.3188 -0.9797
H -4.2964 0.4873 1.8808
H -5.5361 -1.5909 2.1550
H -4.5559 -3.7478 1.4290
H -2.2533 -3.7952 0.4490
F 1.9185 1.6944 2.1153
Sb 0.9856 3.8156 2.7321
F -1.9593 3.4014 -0.1167
F 1.6785 4.1916 0.8519
F -0.3156 5.1907 2.3820
F -0.2277 3.0123 4.1051
F -0.1829 2.5483 1.5242
C -0.5739 -2.0064 -3.8809
N 0.7201 -1.3622 -3.9701
C 0.9902 -0.1961 -4.6683
C 2.2793 0.1179 -4.4477
N 2.7786 -0.8638 -3.6082
C 1.8209 -1.7735 -3.2893
S 1.9609 -3.1009 -2.2762
H -1.1146 -1.8418 -4.8102
H -1.1425 -1.6004 -3.0432
H -0.4211 -3.0698 -3.7189
H 0.2410 0.3006 -5.2585
H 2.8775 0.9349 -4.8071
H 3.7081 -0.9187 -3.2311
C 0.3570 0.6419 -1.1893
H -0.6107 0.2128 -1.4330
H 1.1264 0.1875 -1.7911

100
Properties=species:S:1:pos:R:3 method="wB97M-V/def2-TZVPD" charge=-2 s_squared=0.75 spin_multiplicity=2 homo_lumo_gap_ev="3.6 / 3.6"
C -5.4400 3.9232 -2.6074
C -4.2124 3.7395 -1.6756
C -5.2766 2.9930 -3.8266
C -3.7930 2.4638 -3.8372
H -5.5051 3.5697 -4.7326
H -5.9925 2.1565 -3.7443
C -3.0935 3.2999 -2.5850
H -4.4786 3.0175 -0.8783
H -3.9649 4.7041 -1.2061
C -1.7715 3.1860 -1.7715
H -2.8599 4.2008 -3.1878
H -3.3159 2.8735 -4.7489
C -3.8354 1.0100 -3.9767
C -6.7288 3.6560 -1.8297
C -5.6892 5.3553 -3.0869
O -6.0778 5.6481 -4.2125
O -6.8217 2.8438 -0.9242
O -7.7483 4.4239 -2.2499
O -5.4701 6.3039 -2.1644
C -5.8161 7.6055 -2.6516
H -5.6755 8.2727 -1.8042
H -6.8562 7.6101 -2.9908
H -5.1601 7.8780 -3.4843
C -8.9342 4.2617 -1.4730
H -9.2177 3.2070 -1.4188
H -9.6840 4.8498 -1.9974
H -8.7675 4.6506 -0.4623
O -1.3117 2.0691 -1.0519
H -1.8214 4.0035 -1.0161
H -0.9494 3.4961 -2.4465
C -2.6474 0.4078 -4.5994
C -4.5488 0.2970 -2.8977
H -5.4611 -0.2028 -3.2801
H -4.8348 0.9837 -2.0811
H -3.9104 -0.4834 -2.4566
H -2.3526 -0.4758 -4.0219
H -1.7951 1.1144 -4.6216
H -2.8502 0.0861 -5.6343
Yb -0.5150 0.3180 -0.9053
C 2.1973 0.6006 -1.0629
C 1.7685 1.6749 -1.8893
C 1.2533 2.6874 -1.0402
H 1.8446 1.7286 -2.9773
C 1.2624 2.2043 0.2857
C 1.8589 0.9250 0.2877
H 2.0671 0.3037 1.1629
H 2.7061 -0.3111 -1.3900
H 0.9215 3.6801 -1.3645
H 0.8634 2.7316 1.1621
C -2.0717 -1.4202 0.4724
C -0.9908 -1.0364 1.3271
C -1.1841 0.3271 1.6946
H -0.1936 -1.6934 1.6722
C -2.3923 0.7740 1.0971
C -2.9476 -0.3009 0.3498
H -3.9135 -0.2846 -0.1558
H -2.2103 -2.4096 0.0390
H -0.5633 0.8936 2.3883
H -2.8442 1.7574 1.2330
C 5.6106 -2.0464 -1.4714
Si 5.3885 -2.3018 0.3793
C 6.8367 -3.3020 1.0599
C 5.3189 -0.6325 1.2487
Si 3.3335 -3.4428 0.7113
Te 1.4335 -2.9517 -0.7520
Si 3.7370 -5.7158 0.1939
C 4.9799 -6.5184 1.3607
C 2.1088 -6.6561 0.2960
C 4.4102 -5.7430 -1.5653
Si 2.9299 -3.3419 3.0399
C 4.4705 -3.8665 3.9919
C 2.4549 -1.5870 3.5245
C 1.4983 -4.5075 3.4096
H 6.4495 -1.3514 -1.6305
H 4.7153 -1.6100 -1.9317
H 5.8369 -2.9833 -1.9970
H 7.7516 -2.7055 0.9163
H 6.7499 -3.5190 2.1325
H 6.9784 -4.2529 0.5289
H 4.5558 0.0247 0.8113
H 5.1222 -0.7199 2.3251
H 6.2957 -0.1397 1.1244
H 4.5464 -6.7045 2.3526
H 5.2526 -7.4943 0.9290
H 5.9033 -5.9401 1.4903
H 1.2948 -6.1174 -0.2062
H 2.2451 -7.6290 -0.2023
H 1.8082 -6.8460 1.3357
H 3.7462 -5.2094 -2.2586
H 5.4128 -5.2989 -1.6393
H 4.4748 -6.7929 -1.8910
H 5.3172 -3.1859 3.8309
H 4.2224 -3.8366 5.0646
H 4.8022 -4.8857 3.7557
H 1.7761 -1.1196 2.7995
H 1.9332 -1.6294 4.4928
H 3.3338 -0.9402 3.6420
H 0.6755 -4.3767 2.6942
H 1.8026 -5.5627 3.3942
H 1.1164 -4.2748 4.4156

12
Properties=species:S:1:pos:R:3 method="wB97M-V/def2-TZVPD" charge=-1 e_above_lowest_kj_mol=124.99 homo_lumo_gap_ev=8.8
N 1.0976 1.0931 0.5076
N -0.1516 -0.6712 -0.6941
O -1.5100 -0.1131 1.3599
O -1.4800 1.4688 -0.4877
O -2.6969 -0.6275 -0.7134
O 2.3055 -1.0386 -0.1978
P 0.9262 -0.6189 0.6330
S -1.6031 0.0763 -0.0820
H 1.2349 1.4997 1.4258
H 0.2234 1.4808 0.1333
H -0.6664 -1.9820 -0.8488
H 2.3204 -0.5674 -1.0356

39
Properties=species:S:1:pos:R:3 method="wB97M-V/def2-TZVPD" smiles=CCO.CCO.CCO.CCO.O e_above_lowest_kj_mol=156.77 homo_lumo_gap_ev=10.4
C 4.4329 -1.6990 2.1512
C 4.6106 -0.3174 1.4549
O 3.4312 0.3505 1.6813
H 4.0849 -1.5570 3.1744
H 5.3766 -2.2443 2.1673
H 3.7121 -2.3071 1.6046
H 4.8485 -0.5703 0.4217
H 5.4705 0.2122 1.8650
H 2.6719 -0.0974 1.3013
C 2.2016 3.0596 -4.4126
C 2.9580 4.3378 -4.1410
O 3.5136 4.7374 -5.3272
H 2.8744 2.3076 -4.8249
H 1.4280 3.2725 -5.1503
H 1.7740 2.6410 -3.5015
H 3.7812 4.1940 -3.4411
H 2.4238 5.1757 -3.6930
H 3.3557 5.6843 -5.3335
C -4.1617 -4.0134 -1.4165
C -3.9334 -4.9314 -0.2447
O -2.5550 -4.8524 0.0203
H -5.1376 -4.1120 -1.8920
H -3.5117 -4.4351 -2.1831
H -3.8580 -2.9794 -1.2531
H -4.2093 -5.9694 -0.4306
H -4.4893 -4.5494 0.6116
H -2.3674 -5.4757 0.7259
C -2.1963 2.1112 3.8417
C -3.2632 2.3088 2.7920
O -3.6714 1.0582 2.3732
H -2.5747 1.6346 4.7460
H -1.7388 3.0211 4.2301
H -1.4787 1.3655 3.4993
H -2.7858 2.9278 2.0324
H -4.1089 2.7989 3.2745
H -4.2509 0.7530 3.0751
O -0.5686 -1.1017 -0.0744
H -1.3623 -0.6969 0.2755
H -0.7263 -2.0429 0.0002

104
Properties=species:S:1:pos:R:3 method="wB97M-V/def2-TZVPD" charge=-2 e_above_lowest_kj_mol=71.78 homo_lumo_gap_ev=4.3
Pb -2.3807 0.0974 -2.8340
Cl -4.8165 7.1398 -1.2081
C -3.9217 5.7732 -1.7483
C -3.4152 4.8305 -0.8056
Cl -3.8005 4.8522 0.7761
C -2.5524 3.7964 -1.2181
Cl -1.4321 3.1368 -0.1082
C -2.4856 3.4249 -2.5752
O -1.8000 2.3762 -2.8562
C -3.1511 4.2252 -3.4868
Cl -3.0359 3.7446 -5.1532
C -3.7727 5.4010 -3.1184
Cl -4.3333 6.5230 -4.2609
O -2.1723 -0.5111 1.5370
C -2.4653 -0.7144 0.3337
O -1.6700 -0.5448 -0.6772
C -3.9174 -1.3318 0.1490
C -4.3243 -2.4147 0.9725
C -5.4311 -3.1812 0.6644
C -6.1889 -2.8349 -0.4496
C -5.9025 -1.6956 -1.1810
C -4.7974 -0.8178 -0.8089
S -4.7690 0.7322 -1.5956
H -3.6001 -2.7266 1.7956
H -5.7232 -3.9694 1.3402
H -7.0135 -3.4607 -0.7847
H -6.4235 -1.4043 -2.0953
Cl -0.5511 -3.3888 -6.4530
C -0.6568 -4.0073 -4.8485
C 0.4194 -4.8705 -4.5291
C 0.5438 -5.3529 -3.2231
C -0.3880 -4.9556 -2.2503
C -1.4995 -4.1529 -2.5606
C -1.7041 -3.6223 -3.8720
C -2.7520 -2.7208 -4.1808
H 1.0684 -5.1929 -5.3295
H 1.3272 -6.0373 -2.8703
H -0.2247 -5.3122 -1.1918
H -2.1919 -4.0266 -1.7425
H -3.5146 -2.7334 -3.4686
H -3.0145 -2.4564 -5.1818
C 3.6377 -1.0941 2.0720
C 3.5564 -0.5418 3.5608
C 4.6924 0.4796 3.7726
C 3.7178 -1.7616 4.5352
Si 1.8960 0.4088 3.8580
Br 1.2218 1.2671 1.8410
C 2.0687 2.0332 4.8846
C 3.1570 2.9603 4.2430
C 2.4737 1.7583 6.3045
C 0.7353 2.7870 5.0530
C 0.4845 -0.7897 4.3625
C 0.6526 -1.2588 5.9329
C 0.4502 -2.0359 3.5098
C -0.9160 -0.1248 4.2681
H 4.6874 -1.4639 2.0185
H 3.4525 -0.4179 1.2275
H 3.0030 -1.9696 1.8765
H 5.6322 0.0309 3.4818
H 4.7461 0.7395 4.8148
H 4.4991 1.3576 3.1496
H 4.2934 -2.5644 4.0089
H 2.7235 -2.1662 4.7586
H 4.0739 -1.4382 5.4890
H 4.2718 2.6501 4.3496
H 3.0628 3.9272 4.7332
H 3.0230 3.0491 3.1685
H 3.2517 0.9683 6.4158
H 1.6814 1.4191 7.0317
H 2.7721 2.7432 6.7344
H 0.2657 3.0097 4.0276
H 0.8720 3.7831 5.4319
H 0.0423 2.3288 5.7635
H 1.5786 -1.0677 6.4454
H 0.4173 -2.3528 6.1434
H -0.0331 -0.7105 6.5258
H 1.4479 -2.4221 3.2959
H 0.0378 -1.8351 2.5153
H -0.2389 -2.7961 3.9128
H -1.1001 0.8169 4.7597
H -1.5678 -0.9155 4.7025
H -1.2700 0.0015 3.2605
C 1.0898 1.1895 -2.9068
N 0.2579 0.4821 -3.8403
C 1.0410 -0.7330 -4.2646
N 2.2749 -0.3582 -4.9085
C 3.0994 0.3685 -3.9367
N 2.4611 1.5907 -3.4008
C 2.1474 2.5272 -4.4923
N 1.3604 1.9056 -5.5319
C 0.1015 1.3418 -4.9695
C 2.0954 0.7075 -5.9463
H 1.2802 0.5617 -2.0716
H 0.5294 2.0776 -2.6451
H 0.3703 -1.3240 -4.9220
H 1.1735 -1.3978 -3.4247
H 4.1064 0.4687 -4.3362
H 3.2371 -0.2734 -3.0522
H 3.0843 2.9289 -4.9514
H 1.5323 3.3675 -4.0363
H -0.3849 0.7224 -5.6829
H -0.5793 2.2509 -4.8009
H 3.1316 0.9504 -6.2140
H 1.5711 0.2368 -6.8068

16
Properties=species:S:1:pos:R:3 method="wB97M-V/def2-TZVPD" smiles=CCOC.N e_above_lowest_kj_mol=104.07 homo_lumo_gap_ev=10.8
C 0.5612 1.3742 -0.6054
C 0.1200 0.3001 -1.5955
O -0.5161 -0.8299 -1.0508
C 0.3460 -1.6006 -0.2388
H 1.2867 2.0372 -1.0676
H 1.0250 1.0268 0.3067
H -0.2662 2.0315 -0.3328
H -0.6005 0.7559 -2.2759
H 0.9621 -0.0348 -2.2091
H 0.8796 -2.3195 -0.8789
H 1.1704 -0.9686 0.0997
H -0.1177 -2.0515 0.6222
N -0.6352 0.5336 2.9199
H -1.3160 1.1769 3.3021
H 0.3069 0.7820 3.1770
H -0.7407 0.6436 1.9180

12
Properties=species:S:1:pos:R:3 method="wB97M-V/def2-TZVPD" smiles=O[C@@H](CI)C(F)(F)F e_above_lowest_kj_mol=0.00 homo_lumo_gap_ev=10.0
O -1.0269 -0.8004 -1.1796
C -0.3709 -0.5728 -0.0475
C 1.3728 -0.0243 -0.3397
I 2.0524 -1.4874 -1.6618
C -0.8937 0.5210 0.8572
F -0.1498 0.7402 1.9268
F -0.8888 1.6991 0.2307
F -2.1525 0.3576 1.3656
H -1.2083 0.0628 -1.5902
H -0.1612 -1.5205 0.5408
H 2.0943 -0.0469 0.5477
H 1.3326 1.0714 -0.6500

73
Properties=species:S:1:pos:R:3 method="wB97M-V/def2-TZVPD" charge=+1 s_squared=6.03 spin_multiplicity=5 e_above_lowest_kj_mol=0.00 homo_lumo_gap_ev="7.4 / 5.4"
Rh -0.4375 -0.1271 0.2092
Br -3.2625 -1.3341 2.1978
C -2.9664 0.5246 2.1473
C -3.6705 1.3482 3.0133
C -3.4505 2.7108 2.9324
C -2.5785 3.2040 1.9715
C -1.9281 2.3056 1.1518
N -2.0940 0.9767 1.2615
C -1.0643 2.8051 0.0096
O -1.0355 3.9951 -0.2370
O -0.4644 1.8917 -0.6966
H -4.3641 0.9214 3.7219
H -3.9710 3.3834 3.6009
H -2.3969 4.2595 1.8330
C 3.1300 -1.2263 3.4880
Si 1.7790 -0.2352 2.6422
C 0.3187 -0.1374 3.8295
C 2.3775 1.5348 2.4385
C 1.3200 -1.0053 0.9935
Si 2.5657 -0.7467 -0.4013
C 1.9431 -1.5743 -1.9814
C 4.2627 -1.4347 0.0088
C 2.8156 1.0485 -0.8912
Si 0.7613 -2.7841 1.0849
C -0.0719 -3.3243 2.6742
C 2.0810 -4.0787 0.7724
C -0.5818 -3.0366 -0.2809
C -0.9372 -4.2860 -0.7818
C -1.9351 -4.4002 -1.7350
C -2.5783 -3.2546 -2.1801
C -2.1905 -2.0398 -1.6505
N -1.2235 -1.9376 -0.7364
H 3.3793 -0.7897 4.4583
H 4.0430 -1.2539 2.8911
H 2.8194 -2.2591 3.6663
H 0.5701 0.5611 4.6317
H 0.0767 -1.0936 4.2922
H -0.5830 0.2383 3.3412
H 2.3750 2.0283 3.4132
H 1.7369 2.1156 1.7687
H 3.3960 1.5888 2.0506
H 1.7318 -2.6401 -1.8775
H 2.7005 -1.4647 -2.7623
H 1.0279 -1.0960 -2.3445
H 4.2349 -2.4063 0.4998
H 4.8089 -0.7482 0.6603
H 4.8466 -1.5396 -0.9095
H 1.8781 1.5281 -1.1768
H 3.4864 1.0644 -1.7558
H 3.2726 1.6545 -0.1110
H 0.6511 -3.3940 3.4899
H -0.4901 -4.3233 2.5229
H -0.8771 -2.6651 2.9894
H 2.8547 -4.0045 1.5401
H 2.5642 -4.0035 -0.2015
H 1.6420 -5.0761 0.8588
H -0.4240 -5.1692 -0.4236
H -2.2100 -5.3703 -2.1284
H -3.3641 -3.2992 -2.9207
H -2.6598 -1.1115 -1.9550
C -3.3197 4.2412 -5.2511
N -2.1199 3.9002 -4.4911
C -0.8807 4.3707 -4.7072
C -0.0487 3.7890 -3.7607
N -0.7964 2.9786 -3.0139
C -2.0967 3.0247 -3.4263
S -3.3838 2.2166 -2.7789
H -3.0537 4.9936 -5.9870
H -4.0750 4.6322 -4.5751
H -3.7015 3.3526 -5.7470
H -0.6544 5.0737 -5.4900
H 1.0047 3.9336 -3.5933
H -0.5143 2.4754 -2.0964

19
Properties=species:S:1:pos:R:3 method="wB97M-V/def2-TZVPD" e_above_lowest_kj_mol=322.29 homo_lumo_gap_ev=9.0
C 1.3700 1.0664 -0.6572
C 0.2475 -0.3446 0.9728
C 1.5169 0.5350 0.7800
C -1.3578 0.7994 0.3347
C -0.5208 -0.2859 -0.3449
C -1.0242 -1.5714 -0.8040
O 0.2936 0.4350 -1.2926
O 2.5549 -0.4281 0.8572
S -2.7783 0.4547 1.2764
H 1.0619 2.0707 -0.6708
H 2.1259 0.9519 -1.3864
H -0.1950 -0.8514 1.8279
H 1.8464 1.4024 1.5001
H -1.2391 1.8214 0.2090
H -1.6303 -2.1214 -0.1287
H -0.3229 -2.3869 -0.9677
H -1.5832 -1.4858 -1.8552
H 3.2686 -0.3063 0.1607
H -3.6343 0.2449 0.1886

Please write out number 5 again, unchanged.
39
Properties=species:S:1:pos:R:3 method="wB97M-V/def2-TZVPD" smiles=CCO.CCO.CCO.CCO.O e_above_lowest_kj_mol=156.77 homo_lumo_gap_ev=10.4
C 4.4329 -1.6990 2.1512
C 4.6106 -0.3174 1.4549
O 3.4312 0.3505 1.6813
H 4.0849 -1.5570 3.1744
H 5.3766 -2.2443 2.1673
H 3.7121 -2.3071 1.6046
H 4.8485 -0.5703 0.4217
H 5.4705 0.2122 1.8650
H 2.6719 -0.0974 1.3013
C 2.2016 3.0596 -4.4126
C 2.9580 4.3378 -4.1410
O 3.5136 4.7374 -5.3272
H 2.8744 2.3076 -4.8249
H 1.4280 3.2725 -5.1503
H 1.7740 2.6410 -3.5015
H 3.7812 4.1940 -3.4411
H 2.4238 5.1757 -3.6930
H 3.3557 5.6843 -5.3335
C -4.1617 -4.0134 -1.4165
C -3.9334 -4.9314 -0.2447
O -2.5550 -4.8524 0.0203
H -5.1376 -4.1120 -1.8920
H -3.5117 -4.4351 -2.1831
H -3.8580 -2.9794 -1.2531
H -4.2093 -5.9694 -0.4306
H -4.4893 -4.5494 0.6116
H -2.3674 -5.4757 0.7259
C -2.1963 2.1112 3.8417
C -3.2632 2.3088 2.7920
O -3.6714 1.0582 2.3732
H -2.5747 1.6346 4.7460
H -1.7388 3.0211 4.2301
H -1.4787 1.3655 3.4993
H -2.7858 2.9278 2.0324
H -4.1089 2.7989 3.2745
H -4.2509 0.7530 3.0751
O -0.5686 -1.1017 -0.0744
H -1.3623 -0.6969 0.2755
H -0.7263 -2.0429 0.0002

What did the fourth record say?
12
Properties=species:S:1:pos:R:3 method="wB97M-V/def2-TZVPD" charge=-1 e_above_lowest_kj_mol=124.99 homo_lumo_gap_ev=8.8
N 1.0976 1.0931 0.5076
N -0.1516 -0.6712 -0.6941
O -1.5100 -0.1131 1.3599
O -1.4800 1.4688 -0.4877
O -2.6969 -0.6275 -0.7134
O 2.3055 -1.0386 -0.1978
P 0.9262 -0.6189 0.6330
S -1.6031 0.0763 -0.0820
H 1.2349 1.4997 1.4258
H 0.2234 1.4808 0.1333
H -0.6664 -1.9820 -0.8488
H 2.3204 -0.5674 -1.0356